{
  "formula": "C4H7NO",
  "method": "ωB97M-V/def2-TZVPD",
  "species": ["C", "O", "C", "C", "N", "C", "H", "H", "H", "H", "H", "H", "H"],
  "xyz": [[0.8766, -0.0566, 1.0048], [1.0886, 0.8793, -0.0437], [-0.1743, 1.1540, -0.6388], [-0.9516, -0.1438, -0.5224], [-0.2063, -1.3432, -0.8790], [-0.2598, -0.9350, 0.5180], [0.5842, 0.4478, 1.9402], [1.8214, -0.5859, 1.1676], [-0.6956, 1.9715, -0.1154], [0.0151, 1.4580, -1.6740], [-2.0269, -0.1589, -0.6797], [0.6915, -1.0781, -1.2838], [-0.7629, -1.6092, 1.2060]],
  "forces_ev_per_a": [[0.02, -0.16, 0.12], [0.02, 0.07, 0.03], [-0.15, 0.03, -0.13], [-0.15, 0.19, 0.01], [0.16, -0.08, -0.15], [0.01, 0.03, 0.26], [0.04, -0.08, -0.13], [-0.13, 0.07, -0.03], [0.06, -0.15, -0.06], [-0.04, 0.00, 0.15], [0.19, 0.02, 0.01], [-0.09, -0.07, 0.04], [0.07, 0.15, -0.10]],
  "e_homo_ev": -9.616,
  "e_above_lowest_ev": 2.010,
  "energy_ev": -7797.6344
}



{
  "formula": "C6H6N2O3",
  "method": "ωB97M-V/def2-TZVPD",
  "species": ["C", "C", "C", "C", "N", "C", "O", "C", "N", "O", "O", "H", "H", "H", "H", "H", "H"],
  "xyz": [[-0.8219, 0.8194, -0.1192], [0.4193, 0.1454, 0.3976], [0.9424, -0.8493, -0.5319], [0.8689, -2.1301, -0.1341], [0.3479, -2.5162, 1.1068], [-0.0285, -1.9431, 2.1258], [-0.5239, -1.7909, 3.1844], [0.7218, 0.2451, 1.7005], [2.0625, -0.0148, 2.2251], [2.5358, 0.7060, 3.0561], [2.6889, -0.9314, 1.6948], [-1.5105, 0.0040, -0.4301], [-0.4188, 1.3886, -1.0045], [-1.2600, 1.6427, 0.5905], [1.4854, -0.6025, -1.4158], [1.0040, -3.0312, -0.8449], [0.1956, 1.1396, 2.2117]],
  "forces_ev_per_a": [[0.33, 1.81, 0.17], [-0.64, -0.47, 0.31], [0.87, -0.96, 1.00], [-0.83, -1.45, -0.77], [0.04, 0.36, -0.06], [-0.96, -2.00, 0.32], [0.82, 0.39, -1.01], [-0.34, 4.16, 0.39], [0.71, -1.44, -1.39], [-0.37, 0.87, 0.85], [-0.39, 0.26, 0.44], [0.08, 0.96, 0.11], [-0.91, -0.58, 0.41], [0.61, -1.92, -1.19], [-0.25, 0.25, -0.71], [0.19, 1.78, 1.34], [1.04, -2.01, -0.21]],
  "e_homo_ev": -9.428,
  "e_above_lowest_ev": 4.222,
  "energy_ev": -15436.6948
}



{
  "formula": "C5H9NO",
  "method": "ωB97M-V/def2-TZVPD",
  "species": ["C", "C", "C", "C", "C", "N", "O", "H", "H", "H", "H", "H", "H", "H", "H", "H"],
  "xyz": [[-1.5866, -1.0357, -0.0625], [-0.5996, -0.0513, -0.7234], [-0.7997, 1.3822, -0.4809], [0.5537, 1.0696, 0.0513], [0.8184, -0.0647, 0.8924], [1.8326, -0.8459, 0.9328], [2.9177, -0.3076, 0.2231], [-2.4724, -1.0486, -0.7195], [-1.9553, -0.7198, 0.9212], [-1.2431, -2.0731, 0.0291], [-0.2111, -0.4227, -1.6596], [-0.7247, 1.9505, -1.4044], [-1.6114, 1.7079, 0.1611], [1.4136, 1.6742, -0.2693], [0.0445, -0.3280, 1.5765], [3.6234, -0.8871, 0.5319]],
  "forces_ev_per_a": [[0.23, 0.14, 0.02], [-0.37, 0.31, -0.71], [-0.40, 0.13, -0.04], [0.08, -0.50, -0.21], [0.31, -0.07, 1.30], [-0.19, 0.50, 1.20], [0.43, -0.15, -0.51], [0.29, 0.05, 0.05], [0.25, 0.09, -0.24], [0.23, 0.33, -0.08], [-0.06, 0.37, -0.24], [0.06, 0.35, 0.29], [-0.14, -0.09, 0.01], [-0.32, -1.02, -0.89], [-0.40, -0.59, 0.30], [0.01, 0.16, -0.27]],
  "e_homo_ev": -7.692,
  "e_above_lowest_ev": 5.365,
  "energy_ev": -8863.8478
}



{
  "formula": "C33H51F3KN5O9S4",
  "method": "ωB97M-V/def2-TZVPD",
  "species": ["K", "C", "F", "F", "F", "S", "O", "O", "O", "C", "C", "C", "C", "N", "H", "H", "H", "H", "H", "H", "H", "C", "C", "C", "S", "O", "O", "C", "H", "H", "H", "H", "H", "H", "H", "H", "C", "C", "C", "S", "O", "O", "C", "H", "H", "H", "H", "H", "H", "H", "H", "C", "C", "C", "S", "O", "O", "C", "H", "H", "H", "H", "H", "H", "H", "H", "N", "C", "C", "C", "C", "H", "H", "H", "H", "H", "N", "C", "C", "C", "C", "H", "H", "H", "H", "H", "N", "C", "C", "C", "C", "H", "H", "H", "H", "H", "N", "C", "C", "C", "C", "H", "H", "H", "H", "H"],
  "xyz": [[-24.2919, 1.8184, -6.8717], [-19.6964, 1.9559, -9.6454], [-19.4549, 0.7203, -9.2674], [-18.5138, 2.5337, -10.0104], [-20.5168, 1.8672, -10.7133], [-20.5045, 3.0119, -8.2007], [-21.8828, 2.5036, -8.1912], [-19.7562, 2.6712, -6.9639], [-20.3603, 4.4269, -8.6036], [-20.7177, -2.6781, -9.5798], [-21.9116, -2.4850, -10.5060], [-22.6922, -1.0985, -10.3791], [-23.1223, -0.8823, -8.9736], [-23.4910, -0.7058, -7.8740], [-19.9088, -1.9816, -9.8006], [-20.3122, -3.6839, -9.6895], [-21.0077, -2.6441, -8.5296], [-22.5342, -3.3740, -10.4057], [-21.6714, -2.6538, -11.5557], [-23.5475, -0.9436, -11.0367], [-22.0118, -0.2898, -10.6459], [-19.8286, 3.9869, -13.4434], [-21.3740, 3.7153, -13.3042], [-21.7540, 2.5507, -14.1963], [-20.8707, 2.9221, -15.7440], [-21.6508, 3.9690, -16.3312], [-20.6433, 1.7292, -16.5519], [-19.3409, 3.5165, -14.8556], [-19.1908, 3.6237, -12.6375], [-19.7248, 5.0639, -13.3119], [-21.8980, 4.6318, -13.5753], [-21.6670, 3.6459, -12.2566], [-22.8243, 2.4866, -14.3924], [-21.2839, 1.6711, -13.7564], [-18.9002, 4.3074, -15.4626], [-18.6738, 2.6561, -14.9085], [-13.5905, 3.6232, -10.2362], [-14.9959, 4.0025, -9.7149], [-15.5277, 2.9593, -8.6556], [-14.2640, 1.6791, -8.3414], [-14.7515, 0.3377, -8.4941], [-13.5116, 2.0913, -7.1288], [-13.3026, 2.1534, -9.8793], [-12.7955, 4.1451, -9.7036], [-13.5859, 3.8491, -11.3025], [-15.6807, 3.9820, -10.5627], [-15.0839, 5.0589, -9.4614], [-16.4465, 2.4654, -8.9718], [-15.8772, 3.3210, -7.6886], [-13.7411, 1.6041, -10.7124], [-12.2449, 1.9045, -9.7928], [-20.9587, -1.8266, -5.2756], [-21.0633, -1.9153, -3.7926], [-21.6523, -0.6308, -3.1792], [-21.0299, 0.7171, -4.2424], [-19.9936, 1.4326, -3.5073], [-22.1833, 1.4105, -4.7716], [-20.2503, -0.4718, -5.5151], [-21.9196, -1.8369, -5.7901], [-20.4097, -2.6951, -5.6395], [-20.0601, -2.1135, -3.4153], [-21.6559, -2.7791, -3.4914], [-21.4850, -0.2547, -2.1699], [-22.7276, -0.6148, -3.3569], [-19.1952, -0.4455, -5.2429], [-20.4280, -0.2205, -6.5607], [-26.0685, 2.2070, -10.6607], [-24.8778, 2.8720, -10.8611], [-25.0803, 3.7595, -11.9621], [-26.2988, 3.5231, -12.4740], [-26.9346, 2.6446, -11.5931], [-26.2368, 1.4777, -9.9825], [-24.0701, 2.7336, -10.1576], [-24.4352, 4.4414, -12.4961], [-26.7869, 3.8559, -13.3781], [-27.9593, 2.3035, -11.5887], [-21.2021, 4.4639, -4.6740], [-22.3354, 5.0638, -5.1129], [-22.7591, 5.9128, -4.1222], [-21.7807, 5.9005, -3.1086], [-20.7908, 4.9652, -3.4469], [-20.6796, 3.8067, -5.2354], [-22.7733, 4.8105, -6.0671], [-23.6844, 6.4669, -4.0658], [-21.8493, 6.4729, -2.1953], [-19.9272, 4.6276, -2.8931], [-18.1414, 5.1019, -6.6075], [-17.5379, 6.1272, -7.2363], [-16.5102, 6.5739, -6.4613], [-16.5197, 5.9267, -5.2538], [-17.5672, 4.9806, -5.3452], [-18.7634, 4.4397, -7.0489], [-17.9080, 6.3751, -8.2202], [-15.9261, 7.4556, -6.6798], [-15.8851, 6.0822, -4.3938], [-17.8448, 4.1979, -4.6547], [-20.4432, 6.8550, -9.7396], [-20.1504, 8.0441, -9.0380], [-20.0259, 9.0868, -9.9915], [-20.0674, 8.4964, -11.2271], [-20.2959, 7.0863, -11.0979], [-20.6651, 5.9202, -9.4280], [-20.1108, 8.0668, -7.9590], [-19.8626, 10.1483, -9.8775], [-19.9140, 8.9772, -12.1819], [-20.4210, 6.2706, -11.7945]],
  "forces_ev_per_a": [[0.73, -0.02, 0.29], [0.15, 1.10, 0.48], [0.11, -0.20, 0.46], [-1.21, -0.39, 0.03], [0.40, 0.59, 0.36], [-0.21, -0.95, 1.01], [0.79, 0.50, -0.32], [-0.78, 0.55, -2.22], [-0.01, -1.52, 0.01], [0.05, 0.01, -0.19], [-0.80, -0.14, -0.56], [0.89, -0.99, 0.78], [-0.84, 0.48, 1.79], [0.83, -0.30, -2.62], [-0.04, 0.11, 0.24], [-0.02, 0.00, -0.30], [-0.03, 0.42, 0.06], [-0.76, 0.38, 0.66], [0.57, 0.70, -0.13], [-0.10, -0.54, 0.04], [0.19, 0.05, 0.21], [-0.30, 0.27, -0.50], [0.53, 0.85, 0.37], [0.81, 0.30, 0.34], [-0.57, -1.68, 0.36], [0.35, 1.02, -0.23], [0.37, 1.13, 1.10], [-0.90, 0.14, -0.33], [-0.28, -0.75, -0.08], [0.25, 0.14, -0.59], [-0.03, -0.03, -0.65], [0.15, -0.76, 0.08], [0.21, -0.30, -0.08], [-0.42, -0.42, -0.24], [-0.13, 0.03, 0.05], [-0.05, 0.03, 0.43], [0.32, -0.16, 1.67], [-0.72, -0.64, 0.10], [-0.55, 0.22, 0.07], [1.97, 2.45, 0.19], [-0.25, -0.04, 0.21], [-1.29, -0.88, -2.16], [-0.92, -0.17, -0.66], [-0.25, 0.73, -0.28], [0.52, -0.29, 0.10], [-0.11, -0.50, -0.14], [0.35, -0.17, 0.84], [0.37, -0.29, -0.60], [0.73, 0.53, 0.19], [0.01, -0.77, 0.37], [-0.18, 0.02, 0.23], [0.34, 1.05, -0.19], [-0.13, -0.72, 2.06], [-0.32, 0.64, -1.29], [1.07, -1.61, 0.24], [-0.82, -0.29, -1.04], [-0.22, 0.43, -0.59], [-0.82, 0.06, -0.05], [-0.15, 0.15, 0.10], [0.26, 0.24, -0.17], [0.07, 0.16, 0.22], [-0.11, 0.04, 0.13], [0.43, -0.74, 0.07], [-0.07, -0.02, 0.04], [-0.04, -0.16, -0.15], [0.22, 0.85, 0.25], [0.87, 0.85, -0.17], [0.08, 1.16, -0.56], [3.03, -0.86, 1.29], [-3.76, -1.41, 0.47], [-1.26, -0.36, -1.20], [-0.06, 0.30, -0.23], [0.19, 0.10, -0.25], [0.67, -0.13, 0.62], [0.22, 0.42, 0.18], [0.12, -0.15, -0.17], [1.42, -0.16, 0.22], [-0.38, -0.21, 0.31], [-0.13, 0.40, 0.01], [0.76, -0.80, 0.43], [-1.97, 0.88, -0.67], [0.02, -0.05, 0.19], [0.08, -0.02, 0.03], [0.12, 0.07, -0.27], [0.18, -0.10, -0.02], [-0.09, -0.07, -0.34], [0.40, -0.29, 1.97], [-0.43, -0.45, -1.45], [0.57, 2.54, -0.78], [-1.52, -2.11, 0.96], [0.81, 0.20, -0.61], [-0.06, 0.15, 0.44], [0.44, 0.19, -0.08], [0.16, -0.14, -0.16], [-0.07, -0.02, -0.15], [-0.12, 0.05, -0.15], [1.02, 1.92, -1.77], [-1.12, -1.43, -0.81], [0.42, -0.47, -0.66], [0.18, -0.22, -0.94], [-0.56, 0.70, 2.84], [0.23, -0.45, 1.06], [-0.07, -0.10, -0.02], [0.04, -0.19, 0.54], [-0.10, 0.09, 0.09], [0.03, 0.23, -0.09]],
  "charge": 1,
  "e_homo_ev": [-9.825, -9.686],
  "multiplicity": 2,
  "energy_ev": -128734.9708
}



{
  "formula": "C7H5N2O3S",
  "method": "ωB97M-V/def2-TZVPD",
  "species": ["C", "C", "C", "C", "C", "C", "C", "N", "N", "O", "O", "O", "S", "H", "H", "H", "H", "H"],
  "xyz": [[0.2885, -1.3008, 1.1035], [-1.7878, -1.8420, 1.1665], [-0.2953, -1.1967, -0.1948], [1.1034, 2.4270, -0.4340], [-0.1967, 2.0591, -0.4313], [-1.4773, 1.6460, -0.0772], [1.6440, -0.7978, -1.2092], [-1.6654, -1.6570, -0.0839], [0.3559, -0.8052, -1.3231], [-2.2257, 0.9132, 0.4966], [-1.4488, 2.7969, -0.8667], [-0.7137, -1.7220, 1.9609], [2.3177, 1.3186, -0.1097], [1.2372, -1.1573, 1.6258], [-2.7163, -2.2401, 1.5387], [1.3996, 3.3139, -0.8157], [2.0249, -1.2129, -0.2551], [2.1558, -0.5428, -2.0913]],
  "forces_ev_per_a": [[-1.41, 0.08, -1.26], [-0.89, -1.26, -0.02], [0.32, -1.22, 3.22], [2.27, -1.27, 0.58], [-5.74, -0.95, 0.63], [3.44, 0.05, 0.44], [-1.98, -0.58, 1.28], [2.67, 1.24, -0.80], [-0.20, -0.48, -0.89], [-1.33, 0.28, 0.04], [0.38, 0.33, -0.52], [-0.27, 0.29, -0.37], [0.58, 0.09, 0.51], [-0.50, 0.25, -0.65], [0.09, 0.13, 0.77], [0.54, 2.88, -1.13], [0.80, -0.09, -1.23], [1.23, 0.23, -0.60]],
  "charge": -1,
  "e_homo_ev": [-1.150, -4.301],
  "multiplicity": 3,
  "e_above_lowest_ev": 1.287,
  "energy_ev": -27292.5712
}